# 1
190
Properties=species:S:1:pos:R:3:mulliken_charge:R:1 method="wB97M-V/def2-TZVPD" gap_ev=8.12 e_homo_ha=-0.2950 e_above_lowest_kj_mol=409.3 spin_multiplicity=1 total_energy_ha=-3547.66886
C -34.2728 -2.0586 -12.9409 -2.24
C -34.6039 -1.5171 -14.3468 1.68
C -35.9428 -0.7615 -14.1181 -1.23
C -36.3989 0.0281 -15.3698 -0.88
C -35.2773 0.7813 -15.9968 -1.30
C -33.9644 0.0332 -16.2398 2.00
N -33.6158 -0.6399 -15.0061 -0.01
O -32.3264 -1.2274 -14.8983 0.03
C -34.1470 -0.9183 -17.4855 -1.37
C -32.8937 1.1271 -16.5416 -1.87
C -34.8626 -2.8328 -15.1900 -1.70
H -33.4526 -2.7751 -13.0121 0.47
H -35.1755 -2.5589 -12.5987 0.54
H -34.0425 -1.3103 -12.1787 0.40
H -36.7202 -1.4335 -13.7590 0.40
H -35.8206 0.0318 -13.3754 0.46
H -37.1967 0.6923 -15.0302 0.44
H -36.8553 -0.6027 -16.1388 0.33
H -35.0734 1.7448 -15.5200 0.47
H -35.5460 1.0530 -17.0246 0.40
H -33.6103 -0.4212 -18.2967 0.29
H -33.6104 -1.8568 -17.3573 0.30
H -35.1912 -1.1011 -17.7253 0.27
H -33.3643 1.9574 -17.0657 0.40
H -32.6836 1.4799 -15.5311 0.56
H -32.0640 0.6759 -17.0776 -0.17
H -35.0356 -3.6888 -14.5301 0.49
H -33.9014 -3.1003 -15.6304 0.28
H -35.7136 -2.8582 -15.8675 0.28
H -32.1199 -0.9056 -14.0136 0.30
C -27.4922 -3.8729 -21.5635 -2.06
C -28.2950 -5.0837 -22.0479 2.11
C -29.7609 -4.6560 -22.1604 -0.46
C -30.6242 -5.6342 -22.8952 -0.89
C -30.1057 -5.7083 -24.3197 -0.95
C -28.6436 -6.2303 -24.3426 1.76
N -27.8049 -5.4833 -23.3490 0.21
O -26.4371 -5.7476 -23.4199 -0.47
C -28.6778 -7.7237 -23.9942 -1.93
C -28.1227 -5.9680 -25.7278 -1.74
C -28.2032 -6.1398 -20.8757 -1.61
H -27.7329 -3.0218 -22.2113 0.49
H -26.4278 -3.8392 -21.3339 0.37
H -27.8911 -3.4087 -20.6525 0.23
H -30.2235 -4.5244 -21.1761 0.51
H -29.7764 -3.6488 -22.5866 -0.38
H -31.6763 -5.3439 -22.8620 0.39
H -30.5735 -6.5936 -22.3733 0.34
H -30.2792 -4.7540 -24.8166 0.06
H -30.7134 -6.4563 -24.8373 0.53
H -27.6784 -8.1684 -24.0350 0.41
H -29.1445 -8.0556 -23.0672 0.31
H -29.2251 -8.2769 -24.7648 0.48
H -28.4180 -4.9965 -26.1246 0.23
H -27.0295 -5.9348 -25.7671 0.42
H -28.3752 -6.7482 -26.4477 0.38
H -27.4492 -6.9245 -20.9711 0.24
H -29.1451 -6.5943 -20.5606 0.35
H -27.9248 -5.5806 -19.9798 0.40
H -26.3278 -6.5577 -22.8912 0.38
C -29.8212 2.9540 -16.7192 -1.09
C -29.3958 4.3718 -17.1104 1.61
C -28.0817 4.3597 -17.9135 -0.40
C -27.7982 5.6450 -18.6807 -0.93
C -29.0100 5.9939 -19.5635 -0.98
C -30.3356 6.0971 -18.7488 1.60
N -30.4655 4.8405 -18.0212 1.29
O -31.7317 4.7484 -17.3907 -0.59
C -30.4498 7.4162 -18.0110 -1.97
C -31.4176 6.1255 -19.8621 -2.00
C -29.1685 5.1823 -15.7931 -1.90
H -29.0066 2.6014 -16.0757 0.16
H -29.9823 2.1935 -17.4801 -0.37
H -30.6757 2.9654 -16.0435 0.45
H -27.2522 4.0195 -17.2914 0.56
H -28.2458 3.5531 -18.6367 -0.30
H -26.8938 5.4329 -19.2555 0.42
H -27.5317 6.4732 -18.0203 0.45
H -29.1286 5.2394 -20.3431 -0.02
H -28.9169 6.9493 -20.0829 0.51
H -30.5864 8.3032 -18.6264 0.44
H -31.3094 7.3372 -17.3418 0.34
H -29.5270 7.5555 -17.4425 0.31
H -31.6058 5.2212 -20.4492 0.17
H -32.4382 6.3674 -19.5417 0.48
H -31.1478 6.9063 -20.5755 0.53
H -28.4985 4.6667 -15.1092 0.39
H -30.1448 5.3541 -15.3309 0.46
H -28.8293 6.2033 -15.9751 0.33
H -32.3284 4.5221 -18.1133 0.36
C -26.6206 -4.3386 -14.9367 -1.65
C -27.7105 -3.2671 -14.9600 1.56
C -28.0414 -2.8240 -13.5125 -1.42
C -28.8273 -1.5184 -13.4854 0.28
C -28.1078 -0.4524 -14.3132 -1.43
C -27.9068 -0.8333 -15.8048 1.85
N -27.3587 -2.1561 -15.8700 0.18
O -27.1028 -2.5525 -17.1916 -0.31
C -29.2534 -0.7359 -16.4834 -0.64
C -26.9314 0.1929 -16.3531 -1.71
C -29.0037 -4.0043 -15.4875 -1.71
H -25.8653 -4.2184 -14.1535 0.38
H -25.9495 -4.2141 -15.7943 0.26
H -26.9743 -5.3652 -14.9575 0.37
H -28.6799 -3.6320 -13.1501 0.46
H -27.1322 -2.7938 -12.9104 0.42
H -29.0605 -1.1580 -12.4831 0.57
H -29.7886 -1.6219 -13.9979 -0.51
H -27.1806 -0.1184 -13.8407 0.43
H -28.7997 0.3937 -14.2676 0.39
H -29.8808 -1.6269 -16.3247 -0.06
H -30.0335 0.0202 -16.4212 0.21
H -29.1744 -1.0566 -17.5350 -0.20
H -26.8933 0.0982 -17.4415 -0.01
H -27.1796 1.2450 -16.2000 0.31
H -25.9657 0.0430 -15.8666 0.56
H -29.8779 -3.3896 -15.2713 0.14
H -29.1934 -4.9614 -15.0063 0.61
H -28.8212 -4.0579 -16.5613 0.27
H -26.1653 -2.7744 -17.2168 0.31
C -27.5693 0.3868 -21.1698 -2.46
C -29.1067 0.3724 -21.3015 3.22
C -29.6460 1.1362 -20.0731 -0.02
C -31.1340 1.2741 -20.2215 -0.52
C -31.4078 2.2409 -21.3968 -1.07
C -30.8971 1.5938 -22.7331 2.22
N -29.5220 1.1347 -22.4929 0.80
O -28.9045 0.6168 -23.6455 -0.05
C -31.8153 0.4955 -23.2915 -1.21
C -30.8293 2.8003 -23.6603 -1.73
C -29.5552 -1.0777 -21.2450 -1.24
H -27.1111 -0.0514 -20.2845 0.16
H -27.3173 1.4549 -21.1810 0.41
H -27.0122 0.0161 -22.0348 0.30
H -29.4854 0.5518 -19.1592 -0.93
H -29.1293 2.0740 -19.8656 -0.58
H -31.5115 1.7450 -19.3071 0.38
H -31.7008 0.3635 -20.4124 0.24
H -30.8775 3.1607 -21.1588 -0.35
H -32.4940 2.3470 -21.4070 0.86
H -32.8345 0.8758 -23.4099 0.33
H -31.5631 0.2572 -24.3239 0.10
H -31.8298 -0.3983 -22.6712 0.11
H -31.7596 3.3535 -23.7511 -0.40
H -30.0304 3.4312 -23.2610 0.35
H -30.4199 2.5743 -24.6527 0.37
H -29.4720 -1.4951 -22.2532 -0.08
H -30.6071 -1.2777 -21.0281 0.14
H -28.9322 -1.6181 -20.5381 0.19
H -28.3215 1.3479 -23.9010 0.11
C -34.3672 3.3028 -25.5739 0.70
O -33.6267 2.5830 -26.2218 -0.60
N -33.9317 4.4159 -24.9022 -0.39
N -35.7471 3.1804 -25.5888 -0.45
H -34.5075 4.9052 -24.2494 0.19
H -32.9425 4.4998 -25.0614 0.20
H -36.1020 2.4366 -26.1598 0.25
H -36.2968 3.8485 -25.0897 0.15
C -27.1486 3.7833 -24.0169 0.44
O -28.2906 4.2451 -24.1639 -0.37
N -26.4235 3.9077 -22.8972 -0.33
N -26.7132 2.8452 -24.9152 -0.35
H -25.5737 3.3731 -22.9497 0.18
H -26.5825 4.5928 -22.1856 0.20
H -27.2389 2.7344 -25.7762 0.08
H -25.8597 2.3172 -24.8663 0.20
C -29.8955 6.6773 -25.4427 0.32
O -29.2314 7.4603 -24.7686 -0.69
N -30.7439 7.0116 -26.4707 -0.45
N -29.7471 5.3410 -25.2967 -0.23
H -31.0055 6.2742 -27.1010 0.19
H -30.6914 7.8833 -26.9684 0.23
H -30.4867 4.6709 -25.4062 0.07
H -28.9050 4.9540 -24.8908 0.46
C -27.9837 1.1884 -27.7033 0.72
O -28.6335 1.9119 -26.9130 -0.64
N -28.2997 1.1744 -29.0111 -0.46
N -26.9486 0.4393 -27.3134 -0.34
H -28.9606 1.8404 -29.3614 0.24
H -27.7608 0.5920 -29.6261 0.14
H -26.4316 -0.1450 -27.9472 0.17
H -26.5161 0.5620 -26.4184 0.16
C -30.4198 -1.5530 -26.8094 0.44
O -30.6787 -2.5079 -27.5531 -0.75
N -30.9319 -0.3194 -26.9869 -0.17
N -29.7403 -1.7362 -25.6450 0.09
H -31.1070 -0.1881 -27.9738 0.23
H -30.8054 0.4985 -26.4185 0.07
H -29.4831 -2.6582 -25.3464 0.20
H -29.4224 -0.9398 -25.1119 -0.09

***

# 2
150
Properties=species:S:1:pos:R:3:lowdin_spin:R:1 method="wB97M-V/def2-TZVPD" gap_ev="8.75 / 8.46" total_charge=+1 e_homo_ha="-0.3964 / -0.3975" e_above_lowest_kj_mol=153.9 spin_multiplicity=6 total_energy_ha=-4385.44506
Mn -1.0953 -2.3824 -2.0403 4.75
N 1.1498 0.3033 -0.0569 0.00
H 0.4774 0.1859 -0.8014 0.00
H 0.6209 0.6355 0.7369 0.00
H 1.8325 0.9632 -0.4013 0.00
H 1.3407 -0.6849 0.0270 0.00
C -2.1296 0.9754 -1.6734 0.01
O -3.4003 0.6945 -2.1810 0.00
O -1.3587 -0.2017 -1.6349 0.06
C -1.4880 2.2338 -2.3826 0.00
F -2.4040 3.1740 -2.5397 0.00
F -0.3912 2.7550 -1.7293 0.00
F -1.0253 1.9634 -3.6090 0.00
C -4.5869 1.3823 -1.6887 0.00
C -5.6263 1.0305 -2.8019 0.00
H -5.8125 -0.0400 -2.8886 0.00
H -6.5892 1.5076 -2.6196 0.00
H -5.1527 1.2471 -3.7595 0.00
H -4.4775 2.4664 -1.6608 0.00
H -4.8801 1.0891 -0.6807 0.00
H -2.2984 1.2362 -0.6286 0.00
C 2.2383 -2.8831 -1.0862 0.00
O 2.9097 -2.0818 -0.0767 0.00
O 0.9297 -2.4102 -1.0253 0.05
C 2.9965 -3.1355 -2.4366 0.00
F 3.5677 -2.0160 -2.8653 0.00
F 3.9586 -4.1268 -2.2897 0.00
F 2.2087 -3.5273 -3.3831 0.00
C 4.2055 -2.5220 0.4227 0.00
C 4.6837 -1.4393 1.4136 0.00
H 4.0268 -1.1848 2.2454 0.00
H 5.5290 -1.8060 1.9959 0.00
H 4.8618 -0.5011 0.8881 0.00
H 4.9591 -2.4967 -0.3644 0.00
H 4.2662 -3.4920 0.9162 0.00
H 2.1522 -3.8836 -0.6623 0.00
C 3.8379 4.4361 1.1347 0.00
O 2.7212 5.2771 0.8069 0.00
H 4.6316 5.0881 1.4995 0.00
H 3.6279 3.6724 1.8835 0.00
H 4.2182 4.0374 0.1942 0.00
H 2.5198 5.9246 1.4864 0.00
C -1.0982 4.9017 1.0358 0.00
O -0.1135 3.8043 1.0808 0.00
H -1.3527 5.3228 2.0084 0.00
H -0.7115 5.7598 0.4861 0.00
H -1.9627 4.5565 0.4688 0.00
H 0.7513 4.2097 0.9838 0.00
C 0.0361 -1.0961 3.1644 0.00
C 0.1441 0.3975 3.4963 0.00
C 1.6217 0.6545 3.8956 0.00
O 1.7596 2.0527 4.0088 0.00
C 3.0493 2.3713 4.4077 0.00
N -0.1471 1.0665 2.2380 0.00
H 0.7695 -1.4196 2.4258 0.00
H -0.9634 -1.3800 2.8350 0.00
H 0.1447 -1.6465 4.0989 0.00
H -0.5645 0.7266 4.2564 0.00
H 2.3477 0.1846 3.2321 0.00
H 1.8184 0.1859 4.8599 0.00
H 3.8030 1.8183 3.8470 0.00
H 3.2946 2.2830 5.4661 0.00
H 3.1809 3.4465 4.2862 0.00
H -1.0550 1.4804 2.3944 0.00
H 0.3125 1.9549 2.3779 0.00
C -5.4972 -2.9627 -1.9089 0.00
C -4.0819 -2.4774 -1.5796 0.00
C -3.3804 -3.2263 -0.4040 0.00
O -2.0542 -2.7671 -0.1661 0.04
C -1.3847 -3.5021 0.8808 0.00
N -3.2648 -2.6181 -2.7929 0.03
H -6.0414 -2.9434 -0.9647 0.00
H -5.5140 -3.9696 -2.3259 0.00
H -6.1117 -2.3174 -2.5367 0.00
H -4.0302 -1.4089 -1.3704 0.00
H -3.4225 -4.2895 -0.6403 0.00
H -3.9586 -3.0399 0.5010 0.00
H -2.0630 -3.4357 1.7314 0.00
H -0.4931 -3.1384 1.3914 0.00
H -1.2287 -4.5633 0.6867 0.00
H -3.5745 -2.0580 -3.5742 0.00
H -3.3481 -3.5565 -3.1570 0.00
C 0.4679 -0.3055 -5.3802 0.00
C -0.7567 -1.2517 -5.3725 0.00
C -0.9968 -1.8902 -6.7390 0.00
O -2.3011 -2.5754 -6.7894 0.00
C -2.3355 -3.4920 -7.8346 0.00
N -0.4470 -2.2904 -4.3489 0.03
H 0.2858 0.5482 -6.0330 0.00
H 1.3908 -0.8006 -5.6822 0.00
H 0.4924 0.0121 -4.3377 0.00
H -1.6086 -0.6328 -5.0907 0.00
H -0.1480 -2.4699 -7.1019 0.00
H -1.0347 -1.1794 -7.5645 0.00
H -2.0404 -3.0409 -8.7820 0.00
H -3.3058 -3.9834 -7.9065 0.00
H -1.5569 -4.2313 -7.6469 0.00
H 0.5133 -2.5992 -4.2985 0.00
H -0.8935 -3.1356 -4.6748 0.00
C 5.3010 -2.8119 5.0726 0.00
C 3.9155 -2.2636 5.5371 0.00
C 2.7033 -3.0772 5.1407 0.00
O 2.5015 -3.1262 3.7292 0.00
C 2.1740 -4.4236 3.3001 0.00
N 3.9693 -2.2853 7.0128 0.00
H 6.1878 -2.4096 5.5623 0.00
H 5.4488 -2.6454 4.0056 0.00
H 5.2628 -3.8868 5.2491 0.00
H 3.8025 -1.2660 5.1127 0.00
H 1.7459 -2.6198 5.3900 0.00
H 2.6167 -4.0695 5.5833 0.00
H 1.2088 -4.7027 3.7225 0.00
H 2.9747 -5.0735 3.6533 0.00
H 1.9091 -4.4398 2.2429 0.00
H 4.7246 -1.6633 7.2632 0.00
H 4.2825 -3.1625 7.4032 0.00
C -4.3248 2.1896 2.6726 0.00
C -4.9998 3.5380 2.2454 0.00
C -6.5258 3.5078 2.3003 0.00
O -7.0092 2.4992 1.3846 0.00
C -8.4331 2.4215 1.4313 0.00
N -4.4573 4.5325 3.2625 0.00
H -4.5355 1.8203 3.6763 0.00
H -3.2443 2.3281 2.7094 0.00
H -4.6891 1.3627 2.0630 0.00
H -4.7391 3.8848 1.2454 0.00
H -6.9273 4.4651 1.9678 0.00
H -6.9429 3.2646 3.2775 0.00
H -8.8373 2.1524 2.4071 0.00
H -8.7816 1.7005 0.6919 0.00
H -8.8315 3.4164 1.2320 0.00
H -4.8747 4.1697 4.1076 0.00
H -3.4512 4.5116 3.3485 0.00
C 3.3875 2.7725 -3.6370 0.00
C 3.1624 1.7200 -2.4689 0.00
C 4.3934 1.1329 -1.8719 0.00
O 5.1490 2.2874 -1.4254 0.00
C 6.4539 1.9571 -1.0331 0.00
N 2.2159 2.3258 -1.5543 0.00
H 4.2725 2.3607 -4.1220 0.00
H 3.5441 3.7909 -3.2813 0.00
H 2.5863 2.8557 -4.3714 0.00
H 2.6419 0.9129 -2.9843 0.00
H 5.0266 0.6324 -2.6045 0.00
H 4.1573 0.4469 -1.0583 0.00
H 7.2079 1.5712 -1.7191 0.00
H 6.3975 1.1980 -0.2529 0.00
H 6.9516 2.8103 -0.5721 0.00
H 1.5329 2.7771 -2.1459 0.00
H 2.6978 3.1037 -1.1267 0.00